Record 1
Density functional theory data (ωB97M-V/def2-TZVPD) for a 2-piece molecular cluster, C3H10O2S2 overall.

```
17
Properties=species:S:1:pos:R:3:forces:R:3:lowdin_charge:R:1
O -1.98167 0.49167 0.13357 0.770 0.216 0.521 -0.106
C -1.83285 0.14171 -1.22683 -0.839 -0.078 -0.978 -0.275
C -0.62497 -0.70081 -1.68262 -0.173 0.184 0.090 -0.257
C 0.76334 -0.09716 -1.35137 -0.828 -1.053 0.365 -0.500
S 1.47225 -1.08070 0.05789 0.574 0.221 -0.470 0.433
S 0.61889 -0.44108 1.84955 0.175 0.132 -0.118 0.323
H -2.11978 -0.28250 0.69657 0.051 0.080 -0.356 0.081
H -2.76375 -0.32511 -1.50960 -0.265 -0.902 -0.316 0.104
H -1.94916 1.06673 -1.81580 0.801 0.038 0.445 0.126
H -0.68962 -1.76048 -1.33558 0.044 0.873 0.032 0.100
H -0.63941 -0.79092 -2.77417 -0.521 0.201 0.017 0.105
H 1.37213 -0.28862 -2.24105 0.524 -0.206 0.588 0.072
H 0.74306 0.97863 -1.23293 -0.011 0.169 0.411 0.059
H 1.77378 -0.43544 2.56362 -0.275 0.168 -0.374 -0.181
O -0.01728 2.87544 0.27564 -0.087 -0.226 -0.076 -0.070
H -0.94310 2.61576 0.21495 -0.189 0.143 -0.016 0.018
H 0.35835 2.05525 0.61477 0.249 0.041 0.233 -0.031
```
Positions in Å, forces in eV/Å.

- orbital gap (eV) = 9.0902
- net charge = 0
- SMILES = OCCCSS.O
- electronic energy (Eh) = -1067.12693
- HOMO energy (eV) = -8.70

Record 2
Density functional theory data (ωB97M-V/def2-TZVPD) for a 2-piece molecular cluster, C3H10O2S2 overall.

```
17
Properties=species:S:1:pos:R:3:forces:R:3:lowdin_charge:R:1
O 0.87194 1.87034 -0.89987 -0.331 0.052 -0.273 -0.104
C 0.34958 2.66529 0.15304 0.963 -0.556 0.837 -0.239
C -0.35575 1.84738 1.24217 -0.307 0.801 0.169 -0.262
C -0.98151 0.52896 0.83599 0.900 -1.122 0.834 -0.498
S 0.38354 -0.73492 0.72314 -0.164 0.031 -0.099 0.415
S -0.62686 -2.50660 0.40897 0.177 0.391 0.139 0.337
H 1.82446 1.81260 -0.83518 0.174 -0.055 0.065 0.100
H 1.17186 3.19313 0.63160 0.103 0.197 0.048 0.118
H -0.28112 3.42512 -0.24392 -0.740 0.364 -0.602 0.106
H 0.29241 1.71317 2.11528 0.246 -0.433 -0.319 0.104
H -1.12254 2.49771 1.68024 -0.234 -0.096 -0.274 0.114
H -1.49824 0.14684 1.71383 -0.624 0.175 -0.280 0.059
H -1.58370 0.47318 -0.06410 -0.046 0.357 -0.036 0.080
H -0.41352 -2.56467 -0.91117 -0.121 -0.133 -0.108 -0.225
O 0.53981 -0.27916 -2.76381 -0.009 0.164 -0.182 -0.073
H 0.46211 0.42400 -2.10066 0.028 -0.090 0.002 -0.017
H 0.12728 -1.04712 -2.36664 -0.015 -0.048 0.080 -0.015
```
Positions in Å, forces in eV/Å.

- orbital gap (eV) = 9.5265
- net charge = 0
- SMILES = OCCCSS.O
- electronic energy (Eh) = -1067.13667
- HOMO energy (eV) = -9.06

Record 3
Density functional theory data (ωB97M-V/def2-TZVPD) for a 2-piece molecular cluster, C3H10O2S2 overall.

```
17
Properties=species:S:1:pos:R:3:forces:R:3:lowdin_charge:R:1
C -0.75122 -1.19384 -0.74981 0.098 -0.663 -0.540 -0.205
C 0.68078 -1.50707 -0.31439 0.647 1.291 0.258 -0.223
O 1.18938 -0.49698 0.57377 -0.525 -0.293 0.024 -0.081
C -1.56679 -0.88625 0.51684 0.607 -0.880 0.098 -0.533
S -2.78689 0.39860 0.46453 0.021 0.193 0.349 0.750
S -1.56867 1.97526 0.39983 0.088 -0.026 0.268 0.625
H -0.77972 -0.40415 -1.50839 0.036 0.152 0.307 0.112
H -1.12474 -2.09467 -1.25987 -0.189 0.339 0.157 0.128
H 1.39647 -1.52103 -1.12581 -0.299 -0.467 -0.667 0.128
H 0.72516 -2.45418 0.19799 0.031 -0.241 0.333 0.128
H 1.31755 0.30619 0.05444 0.244 0.139 0.177 0.057
H -2.05185 -1.77834 0.91057 -0.520 -0.018 -0.294 0.103
H -0.86590 -0.62270 1.31247 0.008 0.431 -0.047 0.079
H -2.30288 2.71371 1.26126 -0.185 0.145 -0.351 -0.102
H 3.16642 1.87446 -0.53173 0.205 0.024 0.062 0.043
H 2.68279 3.29126 -0.28114 0.028 0.054 0.056 0.045
O 2.64011 2.39971 0.07943 -0.293 -0.183 -0.192 -0.052
```
Positions in Å, forces in eV/Å.

- ⟨S²⟩ = 0.75
- orbital gap (spin up / spin down) (eV) = 9.8445 / 6.2219
- net charge = +1
- spin multiplicity = 2
- electronic energy (Eh) = -1066.83327
- HOMO energy (spin up / spin down) (eV) = -14.25 / -14.27

Record 4
Density functional theory data (ωB97M-V/def2-TZVPD) for a 3-piece molecular cluster, C3H10O3 overall.

```
16
Properties=species:S:1:pos:R:3:forces:R:3:lowdin_charge:R:1
C -0.92101 -0.25281 -0.58161 2.285 0.474 0.262 -0.115
C -1.07927 0.96726 0.29515 1.882 -1.769 2.421 -0.191
C -0.85051 2.17445 -0.12911 -0.139 2.143 0.580 -0.218
O -0.27460 3.23658 0.61173 -1.739 -0.553 0.135 -0.044
H -0.19238 -0.14731 -1.49646 -1.706 -0.065 1.760 0.118
H -1.83870 -0.69143 -0.78917 -1.548 -1.113 -0.884 0.030
H -0.42918 -0.84494 0.21803 -0.016 -0.631 -1.343 0.070
H -0.83526 0.63783 1.38152 -0.554 1.323 -1.593 0.130
H -1.26189 2.42139 -1.09627 0.857 0.426 -0.589 0.115
H -0.83995 3.42075 1.39775 0.669 -0.235 -0.751 0.106
O -2.68608 -6.03345 -1.42930 2.800 2.175 2.657 -0.084
H -2.00867 -5.25824 -1.25112 -2.099 -2.455 -0.458 0.103
H -2.93535 -5.88221 -2.30636 -0.699 0.283 -2.200 -0.019
O 5.09316 2.32101 1.53832 0.642 -0.211 3.040 -0.100
H 5.35527 2.20511 2.53096 -0.828 0.416 -2.726 0.088
H 5.70441 1.72601 1.10594 0.194 -0.207 -0.312 0.012
```
Positions in Å, forces in eV/Å.

- orbital gap (eV) = 9.8613
- net charge = 0
- SMILES = C/C=C/O.O.O
- electronic energy (Eh) = -345.92226
- HOMO energy (eV) = -9.19

Record 5
Density functional theory data (ωB97M-V/def2-TZVPD) for a 3-piece molecular cluster, C3H10O3 overall.

```
16
Properties=species:S:1:pos:R:3:forces:R:3:lowdin_charge:R:1
C 0.90442 1.38935 -1.10051 0.324 -0.391 0.396 -0.106
C -0.16492 0.41159 -0.73902 -0.792 0.149 -0.206 -0.164
C -0.11156 -0.90862 -0.84869 0.826 0.652 -0.497 -0.241
O -1.20208 -1.71911 -0.70954 0.043 -0.261 0.091 -0.006
H 0.64590 1.95364 -1.99694 -0.114 0.048 0.104 0.078
H 1.85299 0.90146 -1.26411 0.315 -0.280 -0.254 0.069
H 1.09505 2.06141 -0.27437 -0.110 0.449 0.093 0.070
H -1.12513 0.85102 -0.48132 -0.081 -0.082 -0.008 0.108
H 0.84103 -1.37929 -1.10624 -0.248 -0.190 -0.070 0.130
H -1.07130 -2.45608 -1.31849 -0.201 -0.062 0.285 0.103
O -2.57037 -0.23910 2.27887 0.101 -0.050 -0.377 -0.063
H -1.93615 -0.78716 1.79839 -0.009 -0.028 0.153 0.017
H -3.13345 0.08733 1.56752 -0.075 0.039 0.160 0.033
O 2.35205 -0.17079 1.34898 0.100 -0.251 -0.218 -0.061
H 2.04512 0.45116 2.01385 -0.198 -0.053 -0.063 0.040
H 1.57841 -0.44681 0.83163 0.118 0.310 0.413 -0.008
```
Positions in Å, forces in eV/Å.

- orbital gap (eV) = 9.9212
- net charge = 0
- SMILES = C/C=C/O.O.O
- electronic energy (Eh) = -345.98557
- HOMO energy (eV) = -9.37

Record 6
Density functional theory data (ωB97M-V/def2-TZVPD) for a 3-piece molecular cluster, C3H10O3 overall.

```
16
Properties=species:S:1:pos:R:3:forces:R:3:lowdin_charge:R:1
C 1.46750 0.05342 1.90808 -0.183 0.934 2.573 -0.133
C 0.87479 -0.82348 0.78593 -0.248 2.219 -0.586 -0.195
C -0.66046 -0.85521 0.59399 2.791 -0.688 -1.800 -0.240
O -1.24331 -1.48589 -0.24905 0.266 -0.874 -0.450 0.039
H 1.05892 -0.22052 2.94889 -0.034 0.550 -1.486 0.081
H 2.56004 -0.12735 2.16248 -1.088 0.181 -1.182 0.078
H 1.31930 1.20989 1.76271 0.195 -2.324 0.134 0.102
H 1.10953 -1.84231 0.89226 0.939 -1.335 -0.105 0.093
H 1.32392 -0.34475 -0.13000 -0.652 -1.170 0.303 0.121
H -1.22220 -0.19240 1.10241 -1.998 2.544 2.667 0.082
O 0.24213 -0.32619 -2.43433 -0.455 -0.518 -0.640 -0.100
H -0.33199 -0.99778 -1.98378 0.612 0.617 -0.899 0.020
H 0.20197 -0.44266 -3.41735 -0.182 -0.106 1.552 0.059
O -0.73640 2.77384 -0.07805 -0.727 -0.790 -0.727 -0.085
H -1.43767 3.18899 -0.62324 0.646 -0.328 0.491 0.050
H -0.77209 1.82651 -0.35099 0.120 1.088 0.155 0.027
```
Positions in Å, forces in eV/Å.

- orbital gap (eV) = 10.9474
- net charge = 0
- SMILES = CCC=O.O.O
- electronic energy (Eh) = -345.97708
- HOMO energy (eV) = -10.22

Record 7
Density functional theory data (ωB97M-V/def2-TZVPD) for a 3-piece molecular cluster, C3H10O3 overall.

```
16
Properties=species:S:1:pos:R:3:forces:R:3:lowdin_charge:R:1
C 0.14882 0.11868 -1.75876 -0.021 0.737 -0.612 -0.036
C 0.82086 -0.15367 -0.49078 0.108 -0.531 -0.412 0.030
C 2.08408 -0.77108 -0.46635 -0.007 -0.170 -0.304 -0.045
O 2.32827 -1.75080 0.32460 -0.322 0.270 1.014 0.206
H -0.34198 1.09087 -1.68508 -0.241 0.076 -0.182 0.112
H -0.63684 -0.60465 -2.00511 -0.240 -0.105 0.615 0.126
H 0.76147 0.07096 -2.65884 0.460 0.214 0.286 0.105
H 0.28162 -0.06028 0.44859 -0.103 -0.090 -0.024 0.149
H 2.91615 -0.54873 -1.12988 -0.243 0.014 -0.257 0.174
H 1.55819 -1.87975 0.92880 0.554 -0.363 -0.143 0.177
H -0.89924 -1.67069 6.22007 -0.092 -0.034 0.079 0.024
H -0.20073 -0.93717 7.35456 -0.333 -0.058 0.012 0.038
O -1.07939 -1.19203 7.03584 0.427 0.086 -0.075 -0.062
H -1.89509 2.49441 -4.35841 -0.257 0.103 -0.276 0.025
H -3.36170 2.96190 -4.07935 0.616 -0.129 0.042 0.050
O -2.48447 2.83204 -3.67988 -0.307 -0.018 0.237 -0.072
```
Positions in Å, forces in eV/Å.

- ⟨S²⟩ = 0.75
- orbital gap (spin up / spin down) (eV) = 8.2216 / 5.7414
- net charge = +1
- spin multiplicity = 2
- electronic energy (Eh) = -345.65938
- HOMO energy (spin up / spin down) (eV) = -13.47 / -13.47

Record 8
Density functional theory data (ωB97M-V/def2-TZVPD) for a 3-piece molecular cluster, C3H10O3S overall.

```
17
Properties=species:S:1:pos:R:3:forces:R:3:lowdin_charge:R:1
O 0.65071 -1.22432 -0.26688 1.703 -0.952 -0.899 -0.235
C -0.35294 -0.65901 0.21713 0.413 1.375 0.564 -0.516
C -0.18430 0.63667 1.09810 1.948 -1.846 -0.365 -0.289
C -0.67224 0.37143 2.54259 -0.095 0.018 -1.029 -0.636
S -1.61260 1.72089 3.22354 -0.853 1.474 -0.031 0.608
H -1.20848 -1.26481 0.44978 -1.140 -0.341 0.482 0.026
H 1.00197 0.94426 0.99350 -3.162 -0.408 0.317 0.148
H -0.90170 1.24308 0.59006 0.033 1.471 0.168 0.030
H 0.01575 0.33708 3.31671 2.427 -0.577 0.730 0.001
H -1.17403 -0.58355 2.64855 -0.699 0.043 -0.364 0.059
H -0.70487 2.62405 2.75276 -0.560 -0.207 0.358 -0.130
H 0.02881 2.64029 -1.64092 -2.768 0.480 -2.018 0.089
H -1.49144 2.42985 -2.28362 0.684 -0.280 0.512 0.008
O -0.69378 2.97812 -2.31681 2.098 -0.296 1.533 -0.160
H 2.77506 -3.48773 -3.36095 -0.048 0.239 0.232 0.026
H 1.83154 -4.59564 -3.87885 1.783 1.083 -0.394 0.070
O 2.69252 -4.11064 -4.08468 -1.764 -1.276 0.202 -0.098
```
Positions in Å, forces in eV/Å.

- ⟨S²⟩ = 0.75
- orbital gap (spin up / spin down) (eV) = 3.2011 / 6.7314
- net charge = -1
- spin multiplicity = 2
- electronic energy (Eh) = -744.12066
- HOMO energy (spin up / spin down) (eV) = 0.03 / -3.58

Record 9
Density functional theory data (ωB97M-V/def2-TZVPD) for a 2-piece molecular cluster, C3H10O3SSi overall.

```
18
Properties=species:S:1:pos:R:3:forces:R:3:lowdin_charge:R:1
O 2.22981 0.37392 0.95119 0.370 -1.429 -1.653 -0.166
Si 2.74028 -1.13474 0.32516 -1.669 0.322 0.267 0.216
O 3.46292 -1.05748 -1.12391 0.154 -0.137 0.466 -0.099
O 3.73702 -1.76105 1.40085 0.147 -0.816 0.903 -0.113
H 2.34518 0.28986 1.89103 -0.013 0.207 0.792 0.030
H 1.73680 -2.26842 0.45943 -0.050 1.059 -0.572 0.032
H 3.23177 -0.55541 -1.89256 -0.363 0.406 -0.356 0.050
H 4.63514 -1.51235 1.46163 1.440 0.414 0.124 0.046
C -1.21863 0.32105 0.79996 1.729 5.584 -0.597 -0.078
C -1.56884 0.89018 -0.59186 -2.184 0.979 -1.048 -0.338
C -0.85854 0.22525 -1.70169 2.580 -1.538 0.755 -0.705
S 0.00090 0.88921 -2.91073 -0.771 -0.084 0.206 0.650
H -1.84790 0.76157 1.56315 -0.318 -0.327 0.095 0.075
H -1.27150 -0.65806 0.68519 -0.273 -4.632 0.316 0.011
H -0.15537 0.65871 1.04028 -1.304 -0.736 -0.320 0.085
H -1.38741 1.95763 -0.75261 0.009 0.010 0.541 0.092
H -2.69178 0.80085 -0.86963 1.399 -0.148 0.754 0.143
H -0.56507 -0.84356 -1.43938 -0.882 0.867 -0.672 0.069
```
Positions in Å, forces in eV/Å.

- orbital gap (eV) = 8.4727
- net charge = 0
- SMILES = O[SiH](O)O.CCC=S
- electronic energy (Eh) = -1033.78917
- HOMO energy (eV) = -8.74

Record 10
Density functional theory data (ωB97M-V/def2-TZVPD) for a 3-piece molecular cluster, C3H10O4 overall.

```
17
Properties=species:S:1:pos:R:3:forces:R:3:lowdin_charge:R:1
O -1.52259 -0.41179 -0.43922 0.289 -0.775 0.411 0.412
C -0.59962 0.13056 0.16295 0.456 3.500 -0.490 -0.323
O -0.68404 1.48037 0.20735 -1.222 -1.556 -0.147 0.220
C 0.68891 -0.29741 0.73686 1.308 0.168 1.434 -0.074
C 1.51800 0.84138 1.42160 0.685 -0.562 -0.269 -0.032
H -1.58129 1.74730 -0.09394 0.224 0.447 -0.011 0.182
H 1.36253 -0.67735 -0.03575 -0.610 -0.603 -0.166 0.146
H 0.48804 -0.99116 1.55783 -0.033 -0.624 -0.564 0.157
H 1.80306 1.69939 0.80669 -0.653 -0.021 0.059 0.099
H 2.48227 0.31927 1.49924 -0.036 0.014 0.275 0.106
H 1.23611 1.10014 2.44771 -0.346 0.077 -0.505 0.102
H -4.22703 -0.01132 -0.33753 0.056 0.244 0.274 0.009
H -5.51691 -0.57816 0.03583 -0.079 0.252 0.687 0.058
O -4.81301 -0.03353 0.43332 0.028 -0.516 -1.039 -0.066
H 3.77820 -1.47571 -3.20864 0.281 0.133 -0.143 0.043
H 2.50314 -1.78865 -2.49701 -0.184 -0.176 -0.011 0.021
O 3.08423 -1.05335 -2.69729 -0.163 -0.002 0.204 -0.060
```
Positions in Å, forces in eV/Å.

- ⟨S²⟩ = 0.76
- orbital gap (spin up / spin down) (eV) = 9.4221 / 4.2750
- net charge = +1
- spin multiplicity = 2
- electronic energy (Eh) = -420.87544
- HOMO energy (spin up / spin down) (eV) = -14.63 / -14.63

Record 11
Density functional theory data (ωB97M-V/def2-TZVPD) for a 3-piece molecular cluster, C3H10O5 overall.

```
18
Properties=species:S:1:pos:R:3:forces:R:3:lowdin_charge:R:1
O -0.71858 -0.75423 -0.13723 -0.184 -1.247 -0.734 0.091
C -0.58176 -1.17564 0.98361 0.359 2.922 -1.520 -0.578
O -0.89270 -2.34567 1.45113 -0.961 -2.926 0.708 0.134
C -0.09664 -0.20840 2.04246 0.657 1.280 -2.191 -0.063
C -0.78288 1.18518 1.77638 1.811 0.630 -1.079 -0.259
O -2.14712 1.07375 1.63766 -1.214 1.224 -0.866 -0.053
H -1.34860 -3.03759 0.89065 0.877 1.647 0.135 0.172
H 1.01614 -0.16645 2.01943 -0.777 0.115 0.065 0.142
H -0.42226 -0.65847 2.89979 -0.544 -0.575 2.940 0.075
H -0.67003 1.49174 0.66170 1.514 -0.143 2.104 0.146
H -0.40099 2.00881 2.54930 -0.902 -1.698 -1.568 0.148
H -2.64096 0.55230 2.21993 -0.618 -1.182 1.884 0.066
O -0.66619 0.74893 -3.40895 5.596 0.998 3.574 -0.051
H -0.39752 0.35813 -2.49413 -1.203 0.866 -2.526 0.083
H -1.46158 0.44927 -3.66467 -4.389 -1.911 -0.941 -0.052
O 3.91047 -0.03229 -2.84217 0.131 0.222 -0.478 -0.077
H 3.50511 0.14617 -3.71092 0.326 -0.059 0.589 0.043
H 4.79609 0.36446 -2.87397 -0.479 -0.163 -0.096 0.035
```
Positions in Å, forces in eV/Å.

- orbital gap (eV) = 10.9279
- net charge = 0
- SMILES = O=C(O)CCO.O.O
- electronic energy (Eh) = -496.46004
- HOMO energy (eV) = -10.47

Record 12
Density functional theory data (ωB97M-V/def2-TZVPD) for C3H10OP2 in the gas phase.

```
16
Properties=species:S:1:pos:R:3:forces:R:3:lowdin_charge:R:1
C 1.47903 1.17440 0.13848 -0.923 2.010 -1.536 -0.164
C 0.82994 -0.03216 -0.52549 1.809 -1.375 -1.249 -0.437
P -0.96906 -0.04134 -0.71673 0.412 -1.639 3.316 0.387
C -1.49291 0.35558 1.15603 1.260 -0.482 -1.953 -0.171
O -1.56154 0.78872 -1.77140 -0.227 0.955 -0.187 -0.418
P -1.45246 -2.21102 -1.14224 0.257 1.083 0.396 0.606
H 0.71307 2.02625 0.05633 1.413 -0.765 0.166 0.085
H 1.52417 0.89894 1.15609 0.649 0.328 1.327 0.038
H 2.48004 1.54021 -0.31620 -1.720 -0.886 0.902 0.105
H 1.18440 -0.97949 -0.00520 -0.778 0.962 -0.558 0.093
H 1.24684 -0.12920 -1.55123 -0.380 -0.075 0.314 0.084
H -2.50600 0.04119 1.21355 -0.999 0.138 0.240 0.000
H -0.92257 -0.07369 2.00624 -0.029 -0.017 -0.948 0.052
H -1.35875 1.42723 1.14361 -0.392 0.399 0.329 0.018
H -1.57528 -1.60154 -2.44681 -0.752 -0.693 0.420 -0.135
H -2.75068 -2.03541 -0.50885 0.401 0.057 -0.979 -0.144
```
Positions in Å, forces in eV/Å.

- orbital gap (eV) = 10.1617
- net charge = 0
- SMILES = CC[P@@](C)(=O)P
- electronic energy (Eh) = -878.22723
- HOMO energy (eV) = -9.38

Question: Which value of electronic energy does entry 4 give?
Answer: -345.92226 Eh